Entry 1:
A cluster of 2 separate species, C24H35F3N2O7PS in total in a non-equilibrium geometry. Source: the OMol25 dataset; level of theory: ωB97M-V/def2-TZVPD.

The geometry in ORCA input format:
```
! RIJCOSX wB97M-V def2-TZVPD def2/J DEFGRID3
* xyz -1 1
C 0.85175 5.06743 0.16543
C -0.06992 4.23852 1.18745
C 0.37448 2.73277 1.26736
C 0.27775 1.91539 0.03346
N -0.26157 2.57855 -1.13401
C 0.66766 0.50159 -0.04627
P 0.58873 -0.58751 -1.55595
C -0.30559 -2.21267 -1.15758
C 0.52143 -3.35510 -1.87922
C -0.40918 0.15649 -2.94345
C 0.47511 1.07561 -3.90208
C 1.21108 -0.07903 1.21625
C 1.30386 0.73129 2.45368
C 0.87590 2.13253 2.51803
C 0.95791 3.00838 3.79579
C -0.43920 3.44160 4.40502
C -1.57264 2.35910 4.29850
S -3.03785 2.90778 3.32509
O -3.33240 1.99206 2.22959
O -2.88540 4.25140 2.76453
O -4.36784 2.95961 4.31515
C 1.86495 0.02153 3.72058
O 2.58201 0.54181 4.54667
C 1.47035 -1.48910 3.84781
N 1.23055 -2.07400 5.14213
C 1.36182 -2.23853 2.72169
C 0.93591 -3.74460 2.74149
O 0.19845 -4.00933 1.53321
C -0.38164 -5.24797 1.54767
F 0.59184 -6.20994 1.49756
F -1.22490 -5.47140 2.60083
F -1.16125 -5.32683 0.42556
C 1.67916 -1.56829 1.33503
O 2.27155 -2.17170 0.48190
H 0.22445 5.34099 -0.72920
H 1.68172 4.42485 -0.22041
H 1.22074 6.01373 0.63116
H 0.02462 4.76293 2.16510
H -1.13270 4.28492 0.83500
H -1.07568 3.14837 -0.91647
H 0.48884 3.11461 -1.56614
H -1.33734 -2.22804 -1.60881
H -0.44419 -2.36986 -0.06110
H 0.47878 -4.32861 -1.32580
H 0.19784 -3.52101 -2.94263
H 1.58802 -3.00238 -1.92091
H -1.26059 0.74180 -2.51517
H -0.79085 -0.67132 -3.61321
H 1.42730 1.41064 -3.41685
H -0.17978 1.94384 -4.20550
H 0.68522 0.52861 -4.86369
H 1.47998 3.96229 3.49368
H 1.56901 2.57830 4.62118
H -0.26326 3.60963 5.50670
H -0.74439 4.45134 4.01645
H -1.96906 2.16970 5.33699
H -1.25123 1.36409 3.90912
H -4.53889 3.88916 4.56422
H 0.24206 -2.24882 5.31388
H 1.66129 -1.50071 5.86671
H 0.30633 -3.86972 3.66620
H 1.81481 -4.43521 2.88135
C 0.97292 -2.69164 -6.95168
C -0.43790 -2.60605 -6.33461
C -1.39520 -1.98333 -7.37165
O -0.38445 -1.79251 -5.26036
H 1.35880 -1.70641 -7.23245
H 1.68237 -3.14733 -6.25456
H 0.96337 -3.31197 -7.86151
H -0.77628 -3.65834 -6.20170
H -1.08307 -0.97611 -7.66543
H -2.41523 -1.92180 -6.98070
H -1.43121 -2.59605 -8.28609
*
```

Its gap between HOMO and LUMO is 4.0 eV. As for the HOMO energy: -2.850 eV.



Entry 2:
A structure of composition C24H35FN3TeY in a non-equilibrium geometry. Source: the OMol25 dataset; level of theory: ωB97M-V/def2-TZVPD.

The geometry in ORCA input format:
```
! RIJCOSX wB97M-V def2-TZVPD def2/J DEFGRID3
* xyz 0 1
Y -0.41561 1.40827 -0.81099
C 1.85914 4.16682 2.85274
C 0.76844 3.47345 2.03440
C -0.25556 4.49500 1.53509
C 0.08063 2.35959 2.80288
C -0.59005 2.66480 3.98816
C -1.25050 1.68853 4.70980
C -1.25499 0.38445 4.23781
C -0.60566 0.03284 3.05732
C -0.65158 -1.43297 2.65177
C 0.70247 -2.13017 2.79515
C -1.24580 -1.69519 1.26597
C 0.07911 1.03157 2.33462
N 0.69085 0.70283 1.09470
C 2.07331 0.55585 1.02556
C 2.99323 0.68030 2.06692
C 4.36260 0.51690 1.84541
C 4.85709 0.21197 0.58824
C 3.95529 0.05237 -0.46339
C 2.62354 0.21464 -0.20378
F 1.71629 0.00926 -1.21913
H 2.35959 4.92379 2.24461
H 2.61490 3.45476 3.19032
H 1.43978 4.66535 3.73266
H 1.24914 3.04326 1.15718
H -0.75402 4.99775 2.37062
H -1.03911 4.03118 0.92397
H 0.22158 5.24500 0.90334
H -0.59206 3.68863 4.34752
H -1.76325 1.93770 5.63039
H -1.77615 -0.38591 4.79557
H -1.33206 -1.89731 3.36966
H 1.43337 -1.72607 2.09250
H 0.60373 -3.20190 2.60128
H 1.10335 -2.00564 3.80292
H -0.54640 -1.37887 0.49295
H -2.20057 -1.17235 1.13408
H -1.43738 -2.76478 1.13682
H 2.62394 0.90221 3.06255
H 5.04594 0.63178 2.67787
H 5.91989 0.10305 0.41754
H 4.27368 -0.19126 -1.46849
C -2.41218 -2.55242 -5.87715
C -1.17234 -2.72547 -5.01707
N -1.34461 -2.27140 -3.63205
C -2.04205 -3.17841 -2.72164
C -3.49398 -2.80769 -2.45106
C -0.93599 -1.05949 -3.21398
C -0.22300 -0.16849 -4.18840
N -1.08680 -0.64575 -1.98086
H -2.19969 -2.86179 -6.90176
H -2.73471 -1.50936 -5.89298
H -3.24366 -3.15816 -5.51196
H -0.32947 -2.20417 -5.45651
H -0.88916 -3.77760 -4.97344
H -1.47636 -3.24813 -1.78932
H -1.99193 -4.16870 -3.17182
H -3.59203 -1.78326 -2.08923
H -3.91040 -3.47470 -1.69447
H -4.09689 -2.89805 -3.35518
H 0.72639 -0.61881 -4.48252
H -0.00054 0.79729 -3.73830
H -0.81449 -0.00593 -5.09005
H -1.54910 -1.31943 -1.38300
Te 0.87283 3.34842 -2.19240
*
```

Its gap between HOMO and LUMO is 5.8 eV. As for the HOMO energy: -6.292 eV.



Entry 3:
A structure of composition C24H35N2Pb in a non-equilibrium geometry. Source: the OMol25 dataset; level of theory: ωB97M-V/def2-TZVPD.

The geometry in ORCA input format:
```
! RIJCOSX wB97M-V def2-TZVPD def2/J DEFGRID3
* xyz 1 1
C 1.62688 -2.08010 0.41514
C 2.11496 -1.40245 -0.73229
C 1.12456 -1.49168 -1.75047
C 0.03213 -2.23741 -1.22816
C 0.34052 -2.58848 0.11169
Pb 0.11072 1.14063 0.26919
C -3.75959 1.48792 -1.29032
C -3.48511 1.18679 0.02634
H -4.06075 1.74240 0.76443
C -2.52586 0.25742 0.49301
H -2.33886 -0.66877 -0.05535
H -2.38680 0.18277 1.57566
C -4.27327 2.84300 -1.67241
H -3.87544 3.63822 -1.01134
H -4.03571 3.08432 -2.72604
H -5.38710 2.88099 -1.56906
C -3.48066 0.52069 -2.37990
H -2.44268 0.14639 -2.36931
H -4.12424 -0.37433 -2.21738
H -3.72700 0.95880 -3.36662
C 3.46496 -0.81844 -0.86924
H 3.73850 -0.22059 0.01293
H 4.22991 -1.60680 -0.98079
H 3.53479 -0.16516 -1.74622
C 1.27086 -0.98336 -3.13123
H 1.67231 0.04049 -3.14935
H 1.95859 -1.61946 -3.71544
H 0.30693 -0.97205 -3.65528
C -1.18326 -2.65833 -1.95743
H -1.18973 -2.26532 -2.98054
H -1.23882 -3.75772 -2.02233
H -2.10257 -2.31982 -1.45449
C -0.49285 -3.39487 1.02816
H -1.48649 -3.57601 0.60143
H -0.03176 -4.37642 1.22629
H -0.62493 -2.89418 1.99944
C 2.37170 -2.29049 1.67375
H 1.68965 -2.47920 2.51272
H 3.04588 -3.16035 1.59504
H 2.98895 -1.41803 1.92748
C 1.70701 2.65031 -0.95370
C 0.78051 3.49585 -1.90086
C 3.01253 2.47252 -1.35774
C 0.97845 3.05638 -3.21944
H -0.02325 4.24862 -1.85500
C 3.27620 2.44249 -2.75574
H 3.83217 2.30829 -0.65104
C 2.23431 2.57443 -3.67421
H 0.18545 3.17151 -3.95840
H 4.31759 2.34850 -3.08188
H 2.38903 2.38077 -4.74185
C 1.02063 -0.68358 5.90655
N -0.00368 0.02551 5.11774
C -1.10512 0.65558 5.86610
C 0.13035 0.22528 3.83929
N 0.21717 0.48133 2.68403
H 0.75407 -0.57646 6.96181
H 2.01733 -0.25128 5.73664
H 1.04871 -1.75234 5.64864
H -1.11694 1.74288 5.70392
H -2.07530 0.24289 5.55600
H -0.94655 0.44957 6.92742
*
```

Its gap between HOMO and LUMO (alpha / beta) is 3.6 / 4.3 eV. As for the HOMO energy (alpha / beta): -8.790 / -8.589 eV.



DFT total energy readings, ordered: -71041.5494; -40981.9155; -33669.6027 eV